a.
# H30O15

A cluster of 15 separate species, H30O15 in total (the ωB97M-V functional and the def2-TZVPD basis, the Open Molecules 2025 dataset).

Geometry as XYZ:
```
45
Properties=species:S:1:pos:R:3:mulliken_charge:R:1
O -1.01 2.73 -0.32 -0.6480
H -0.89 1.80 -0.43 0.0533
H -1.31 2.95 -1.20 0.3495
O -2.67 -1.37 2.87 -0.6538
H -2.93 -0.58 3.33 0.3764
H -1.82 -1.12 2.50 0.2710
O 1.78 -0.99 -3.19 -0.6465
H 0.81 -1.00 -3.29 0.3166
H 1.94 -1.19 -4.13 0.2751
O 0.06 -3.00 -0.59 -0.5765
H 0.81 -3.44 -0.21 0.2827
H -0.77 -3.15 -0.17 0.3176
O 1.39 3.04 1.20 -0.6782
H 0.68 2.61 0.76 0.3210
H 1.98 2.34 1.40 0.3735
O -3.11 0.38 0.06 -0.7490
H -3.25 -0.21 -0.72 0.3090
H -2.21 0.65 0.25 0.2170
O -1.45 1.35 2.75 -0.4845
H -1.84 2.17 3.07 0.2384
H -0.77 1.27 3.43 0.2800
O -2.43 -2.52 0.25 -0.6764
H -2.66 -1.74 0.75 0.3492
H -2.89 -3.13 0.86 0.3593
O 2.94 -1.08 -0.36 -0.7262
H 3.88 -1.19 -0.22 0.2585
H 2.71 -1.23 -1.29 0.2643
O 0.57 1.39 -2.76 -0.6403
H 0.48 1.21 -3.67 0.2678
H 1.25 0.82 -2.57 0.3129
O -2.29 0.94 -2.70 -0.5951
H -2.79 1.72 -2.38 0.3816
H -1.38 1.20 -2.65 0.3133
O 3.18 1.18 -1.63 -0.6318
H 3.03 0.39 -1.10 0.3664
H 3.55 1.87 -1.06 0.3334
O -0.10 0.09 -0.07 0.7045
H -0.11 -0.37 0.78 -0.0261
H 0.22 -0.44 -0.76 -0.0271
O 0.21 -1.35 2.34 -0.6215
H 0.36 -1.22 3.25 0.2448
H -0.18 -2.21 2.26 0.2598
O 2.61 0.46 1.87 -0.6893
H 1.92 0.00 2.40 0.3359
H 2.49 -0.01 1.07 0.3374
```

## Properties
HOMO-LUMO gap   9.710 eV
2S+1   1
E_LUMO   -0.1963 eV



b.
# H30O15

A cluster of 15 separate species, H30O15 in total (the ωB97M-V functional and the def2-TZVPD basis, the Open Molecules 2025 dataset).

Geometry as XYZ:
```
45
Properties=species:S:1:pos:R:3:mulliken_charge:R:1
O 0.62 -0.12 -2.07 -0.6220
H 0.12 0.15 -1.28 0.3092
H 1.21 -0.77 -1.62 0.2694
O -3.50 1.13 1.36 -0.6323
H -4.39 1.20 1.01 0.2970
H -2.93 0.80 0.63 0.2677
O 3.85 1.59 -1.55 -0.6562
H 3.57 1.27 -0.69 0.2853
H 3.22 2.16 -2.01 0.4145
O 1.09 0.32 3.66 -0.6202
H 0.59 0.80 4.34 0.3094
H 1.25 1.11 3.11 0.3094
O -1.00 2.96 2.46 -0.6566
H -1.80 2.41 2.46 0.2900
H -1.19 3.90 2.50 0.2843
O 2.47 -3.40 1.51 -0.6846
H 1.69 -3.37 2.06 0.3330
H 2.31 -4.08 0.83 0.3241
O -1.16 1.44 0.18 -0.3261
H -1.11 2.29 -0.29 0.2813
H -0.84 1.72 1.06 0.2213
O 1.67 2.84 -2.75 -0.7027
H 1.04 3.30 -3.30 0.3043
H 1.28 1.98 -2.53 0.3998
O -1.14 -4.50 1.39 -0.6394
H -1.66 -3.72 1.15 0.3464
H -0.64 -4.61 0.57 0.2997
O 2.89 -2.01 -0.92 -0.6435
H 3.49 -1.29 -1.14 0.3178
H 3.03 -2.17 0.02 0.3409
O 1.21 3.55 0.27 -0.6358
H 1.23 2.83 -0.37 0.3316
H 0.61 3.32 0.99 0.2737
O -2.34 -3.65 -2.45 -0.6088
H -1.52 -3.77 -2.93 0.3141
H -2.14 -3.05 -1.73 0.2852
O -1.10 2.06 -3.12 -0.6141
H -0.81 1.20 -3.45 0.3170
H -2.05 1.97 -3.14 0.2727
O 0.40 -1.04 1.17 -0.4762
H 0.10 -0.82 2.08 0.3428
H 1.22 -1.49 1.44 0.1894
O -3.03 -1.84 0.10 -0.6329
H -2.44 -1.07 0.04 0.2645
H -3.38 -1.54 0.95 0.3554
```

## Properties
HOMO-LUMO gap   10.544 eV
2S+1   1
E_LUMO   -0.3320 eV



c.
# H30O15

A cluster of 15 separate species, H30O15 in total (the ωB97M-V functional and the def2-TZVPD basis, the Open Molecules 2025 dataset).

Geometry as XYZ:
```
45
Properties=species:S:1:pos:R:3:mulliken_charge:R:1
H 0.13 -0.15 0.24 0.1145
H -0.46 1.18 0.23 0.3070
H 1.04 1.05 1.58 0.2129
H 0.07 1.54 2.51 0.3573
H -2.32 0.20 -1.51 0.2591
H -1.76 1.73 -1.75 0.3458
H 2.60 -0.45 3.54 0.3344
H 2.16 0.14 4.85 0.2792
H 2.61 -0.82 -2.47 0.2927
H 4.03 -0.42 -2.04 0.2928
H -4.67 -2.17 -1.17 0.2294
H -3.97 -0.89 -1.18 0.2865
H 2.16 -1.77 1.66 0.3100
H 3.55 -1.38 1.26 0.2157
H 0.51 1.77 -0.96 0.3577
H 1.36 0.84 -1.85 0.3074
H 0.76 3.51 1.71 0.4197
H 0.28 4.95 1.93 0.2978
H -1.76 -4.09 -0.15 0.3182
H -2.12 -3.74 1.28 0.2642
H 3.20 -5.16 -0.11 0.3037
H 2.31 -3.98 -0.28 0.3010
H 1.37 4.48 -0.06 0.3637
H 1.33 5.48 -1.15 0.2986
H -0.20 -2.19 -2.37 0.3128
H -0.24 -1.78 -3.85 0.2922
H -3.36 2.41 -2.45 0.2941
H -4.37 2.10 -1.39 0.2328
H -3.39 -1.85 1.49 0.2757
H -3.02 -1.07 2.66 0.2776
O -0.31 0.52 -0.35 -0.3707
O 0.90 1.79 2.23 -0.6466
O -1.62 0.73 -1.92 -0.6329
O 2.90 -0.02 4.35 -0.5838
O 3.09 -0.55 -1.66 -0.5628
O -3.96 -1.79 -0.79 -0.4840
O 2.69 -1.09 1.22 -0.5592
O 1.41 1.53 -1.16 -0.6755
O 0.29 4.30 1.22 -0.7210
O -1.33 -3.96 0.70 -0.5995
O 3.21 -4.13 -0.01 -0.5967
O 1.97 4.81 -0.72 -0.6381
O -0.35 -2.48 -3.29 -0.6121
O -3.59 1.81 -1.71 -0.5381
O -3.13 -0.96 1.70 -0.5335
```

## Properties
HOMO-LUMO gap   8.491 eV
2S+1   1
E_LUMO   -0.1995 eV



We find b to be the most stable, with the next structure 14.2 kcal/mol higher.



a.
# H30O15

A cluster of 15 separate species, H30O15 in total (the ωB97M-V functional and the def2-TZVPD basis, the Open Molecules 2025 dataset).

Geometry as XYZ:
```
45
Properties=species:S:1:pos:R:3:mulliken_charge:R:1
O 1.25 1.91 -0.76 -0.6219
H 1.07 2.31 -1.62 0.2231
H 1.89 1.22 -0.81 0.2847
O -3.04 0.70 0.17 -0.6586
H -2.82 1.39 -0.46 0.2798
H -3.37 -0.07 -0.28 0.2863
O 2.99 -0.36 1.88 -0.6265
H 2.28 0.10 2.32 0.2821
H 3.43 -0.71 2.64 0.3317
O -1.73 -2.55 0.71 -0.7419
H -1.28 -3.13 1.30 0.3251
H -1.14 -1.78 0.60 0.1354
O -1.50 -1.97 -2.07 -0.4877
H -1.71 -2.74 -2.54 0.2602
H -1.36 -2.24 -1.20 0.2575
O -1.53 3.04 1.29 -0.6465
H -1.49 2.19 0.91 0.3200
H -2.37 3.46 1.11 0.3077
O -0.09 -0.46 -0.11 0.3727
H 0.29 0.34 0.22 0.0434
H -0.54 -0.24 -0.96 0.1561
O 1.16 -2.38 -2.49 -0.6851
H 0.50 -1.67 -2.54 0.2536
H 2.02 -2.06 -2.23 0.3172
O -3.09 -0.11 -3.66 -0.6497
H -2.51 -0.43 -3.01 0.3358
H -2.63 0.67 -4.06 0.3000
O 3.61 2.17 0.64 -0.6044
H 2.94 1.52 0.63 0.2932
H 4.24 1.69 1.14 0.3512
O 2.48 -0.36 -0.66 -0.8416
H 1.56 -0.56 -0.53 0.4784
H 2.83 -0.63 0.18 0.4921
O 0.40 -1.80 3.03 -0.6441
H -0.15 -1.09 2.71 0.3100
H 1.28 -1.61 2.73 0.3805
O 1.06 1.58 2.48 -0.6414
H 0.12 1.33 2.33 0.2519
H 1.04 1.39 3.44 0.3150
O 0.00 0.19 -3.12 -0.5562
H -0.30 -0.09 -3.99 0.3032
H -0.59 0.97 -2.95 0.2471
O -1.37 0.23 2.46 -0.5432
H -1.79 0.44 3.31 0.2493
H -2.07 0.18 1.84 0.2042
```

## Properties
HOMO-LUMO gap   10.061 eV
2S+1   1
E_LUMO   -0.4023 eV



b.
# H30O15

A cluster of 15 separate species, H30O15 in total (the ωB97M-V functional and the def2-TZVPD basis, the Open Molecules 2025 dataset).

Geometry as XYZ:
```
45
Properties=species:S:1:pos:R:3:mulliken_charge:R:1
O 0.93 -1.24 1.96 -0.5633
H 0.28 -1.12 2.62 0.2421
H 0.49 -1.94 1.50 0.2698
O 4.42 -1.43 2.25 -0.6146
H 4.17 -1.94 1.47 0.3131
H 3.74 -1.76 2.86 0.3091
O -0.76 -0.75 -0.16 -0.3209
H 0.20 -0.84 -0.36 0.1334
H -1.07 -1.69 -0.23 0.2804
O 1.43 2.68 1.72 -0.6334
H 1.23 3.18 0.93 0.3220
H 0.92 1.89 1.43 0.2688
O 0.70 1.12 -2.55 -0.5774
H 0.78 2.09 -2.58 0.2861
H 1.65 0.79 -2.36 0.2098
O 2.64 -0.71 -0.02 -0.6568
H 2.15 -0.85 0.84 0.3154
H 3.06 0.15 0.10 0.3806
O -2.89 1.17 -0.80 -0.8229
H -3.11 1.84 -0.09 0.3843
H -2.07 0.80 -0.50 0.3725
O 0.85 -4.24 -1.65 -0.6973
H 0.94 -3.22 -1.79 0.3326
H 1.82 -4.38 -1.67 0.3614
O 3.00 -0.37 -2.99 -0.6224
H 2.51 -1.06 -3.37 0.3124
H 2.87 -0.37 -2.03 0.3536
O -3.82 -0.92 0.58 -0.6217
H -3.73 -0.03 0.21 0.4082
H -4.07 -1.52 -0.14 0.2749
O -2.21 3.32 1.52 -0.6344
H -1.75 2.88 2.30 0.3317
H -1.56 3.94 1.26 0.3045
O -1.75 2.92 -2.97 -0.6503
H -2.35 2.43 -2.44 0.3325
H -0.84 2.50 -3.15 0.3483
O -2.20 -0.99 3.70 -0.6342
H -2.12 -0.82 2.78 0.3093
H -1.77 -1.78 3.96 0.2946
O -0.41 -3.44 0.44 -0.7176
H 0.24 -4.12 -0.07 0.3855
H -1.21 -4.01 0.50 0.2780
O -0.18 3.80 -0.78 -0.5630
H -0.07 4.56 -1.39 0.2918
H -1.07 3.48 -0.84 0.3239
```

## Properties
HOMO-LUMO gap   10.513 eV
2S+1   1
E_LUMO   -0.4596 eV



c.
# H30O15

A cluster of 15 separate species, H30O15 in total (the ωB97M-V functional and the def2-TZVPD basis, the Open Molecules 2025 dataset).

Geometry as XYZ:
```
45
Properties=species:S:1:pos:R:3:mulliken_charge:R:1
O -3.89 -0.73 0.82 -0.6331
H -3.45 -1.11 0.04 0.2661
H -4.77 -1.07 0.63 0.2893
O -2.21 -1.04 2.92 -0.6511
H -2.46 -0.12 3.06 0.3049
H -2.54 -1.22 2.02 0.3684
O 3.54 1.25 1.79 -0.5535
H 3.16 0.89 2.59 0.3142
H 4.25 0.65 1.57 0.3020
O 2.05 1.99 -1.45 -0.6345
H 1.51 1.23 -1.69 0.2077
H 2.81 1.57 -1.03 0.3277
O 1.67 0.98 -4.31 -0.6262
H 1.35 1.81 -4.68 0.3142
H 1.99 1.29 -3.45 0.3831
O -1.83 -0.41 -2.55 -0.5309
H -1.43 -0.86 -3.28 0.2570
H -2.76 -0.62 -2.59 0.2405
O -1.42 4.36 -1.08 -0.6307
H -2.21 3.87 -0.82 0.3560
H -0.87 4.73 -0.41 0.2792
O 0.44 -0.96 2.14 -0.3882
H 0.28 -0.05 1.84 0.1355
H -0.12 -1.06 2.92 0.2737
O -0.77 0.30 -0.20 0.1335
H -0.72 0.17 -1.17 0.1344
H -0.87 -0.54 0.25 0.1051
O 3.42 -1.74 2.87 -0.6094
H 3.37 -0.82 2.58 0.2055
H 2.47 -1.91 2.84 0.3327
O 2.10 -1.48 -0.50 -0.6293
H 1.95 -2.42 -0.39 0.3286
H 1.41 -1.03 -0.01 0.2231
O 0.04 -3.59 0.72 -0.6462
H -0.04 -3.90 1.62 0.2771
H 0.25 -2.67 0.84 0.2825
O -0.57 -3.04 -2.60 -0.6001
H -0.62 -2.89 -1.65 0.3103
H -0.90 -3.93 -2.61 0.2995
O -3.20 2.17 0.18 -0.7002
H -2.42 1.66 0.42 0.3188
H -3.53 1.68 -0.56 0.3091
O 0.99 2.14 1.18 -0.4890
H 0.28 2.51 0.65 0.1790
H 1.48 2.93 1.43 0.2638
```

## Properties
HOMO-LUMO gap   10.348 eV
2S+1   1
E_LUMO   -0.4824 eV



d.
# H30O15

A cluster of 15 separate species, H30O15 in total (the ωB97M-V functional and the def2-TZVPD basis, the Open Molecules 2025 dataset).

Geometry as XYZ:
```
45
Properties=species:S:1:pos:R:3:mulliken_charge:R:1
O 0.02 -3.15 2.82 -0.6576
H -0.25 -2.78 1.99 0.3899
H -0.27 -4.07 2.84 0.2633
O -2.76 -0.21 0.28 -0.6075
H -2.51 -1.07 0.52 0.1009
H -3.45 0.03 0.90 0.3170
O 2.93 -0.15 -1.90 -0.6456
H 2.00 -0.37 -1.82 0.2583
H 2.85 0.27 -2.76 0.3567
O 2.16 -2.78 0.49 -0.6164
H 2.70 -3.22 1.17 0.3091
H 2.10 -1.86 0.70 0.2047
O -1.12 2.44 1.24 -0.6529
H -0.18 2.37 1.42 0.3177
H -1.41 1.55 1.03 0.2354
O -2.32 -0.95 -2.36 -0.6624
H -1.57 -1.53 -2.45 0.3526
H -2.25 -0.59 -1.48 0.3213
O 2.11 2.37 -0.70 -0.5826
H 2.74 1.94 -1.31 0.2535
H 2.54 3.14 -0.29 0.2705
O -0.36 -0.10 2.97 -0.4994
H 0.29 0.38 3.53 0.2692
H -0.66 -0.84 3.50 0.2505
O 0.36 -0.10 0.19 1.6642
H -0.28 -0.29 0.85 -0.3574
H 0.08 0.71 -0.18 -0.4332
O 0.39 4.56 -0.93 -0.6418
H 0.28 3.64 -0.75 0.3587
H 1.13 4.75 -1.48 0.3064
O -1.31 -2.79 0.31 -0.5318
H -0.88 -3.27 -0.40 0.2184
H -1.98 -3.35 0.67 0.2534
O -0.42 1.70 -1.64 -0.5015
H -0.65 1.24 -2.49 0.2491
H 0.46 1.99 -1.73 0.2496
O -3.30 2.47 -0.90 -0.6442
H -3.76 1.62 -1.01 0.3316
H -2.44 2.17 -0.55 0.2898
O 2.60 -0.08 1.51 -0.7961
H 1.81 0.13 1.04 0.3658
H 2.46 -0.71 2.25 0.3204
O 0.64 -1.56 -2.04 -0.7303
H 1.06 -2.42 -1.93 0.3615
H 0.44 -1.22 -1.12 0.1213
```

## Properties
HOMO-LUMO gap   10.106 eV
2S+1   1
E_LUMO   -0.3851 eV



We find d to be the most stable, with the next structure 7.9 kcal/mol higher.



a.
# H30O15

A cluster of 15 separate species, H30O15 in total (the ωB97M-V functional and the def2-TZVPD basis, the Open Molecules 2025 dataset).

Geometry as XYZ:
```
45
Properties=species:S:1:pos:R:3:mulliken_charge:R:1
H -0.44 -0.08 0.57 0.1340
H -0.27 0.51 -0.82 0.2660
H 0.93 -0.60 -2.43 0.2838
H 2.46 -0.54 -2.94 0.2707
H 0.04 0.60 4.15 0.3113
H -1.29 0.28 4.76 0.2696
H 3.54 4.15 -0.64 0.3113
H 2.06 4.06 -0.93 0.3090
H 2.31 0.81 1.82 0.2823
H 0.95 1.49 1.71 0.2763
H -0.55 -3.08 2.52 0.3337
H -1.84 -2.49 2.68 0.2296
H 4.71 0.34 0.01 0.2864
H 3.30 0.77 0.17 0.3203
H 1.79 -3.60 -0.05 0.2563
H 2.34 -2.74 1.09 0.3016
H -2.14 0.45 -3.34 0.3236
H -2.22 -0.42 -4.67 0.3068
H 0.37 -2.72 4.16 0.3121
H 0.96 -1.64 3.43 0.3185
H -0.82 -4.48 -2.44 0.2995
H 0.55 -4.06 -2.19 0.3231
H -2.92 2.54 0.39 0.3372
H -2.06 2.47 -0.87 0.2790
H -0.74 4.20 -2.74 0.3131
H -0.76 3.94 -4.28 0.3050
H -1.59 -1.84 -0.88 0.3078
H -2.23 -2.54 -1.97 0.2965
H -4.60 2.00 2.31 0.2833
H -3.80 0.86 2.79 0.3119
O -0.11 -0.29 -0.34 -0.3793
O 1.82 -0.64 -2.14 -0.5583
O -0.88 0.19 3.91 -0.5692
O 2.68 4.25 -0.22 -0.6195
O 1.65 1.31 2.32 -0.5391
O -1.04 -2.27 2.25 -0.5182
O 4.15 0.56 0.72 -0.6496
O 2.16 -2.71 0.10 -0.5525
O -1.68 0.20 -4.17 -0.6280
O 0.79 -2.61 3.36 -0.6485
O -0.03 -4.34 -2.94 -0.6344
O -2.68 2.97 -0.34 -0.5962
O -0.25 4.19 -3.51 -0.6153
O -2.44 -2.12 -1.12 -0.6324
O -3.91 1.46 1.96 -0.6193
```

## Properties
HOMO-LUMO gap   9.865 eV
2S+1   1
E_LUMO   -0.0854 eV



b.
# H30O15

A cluster of 15 separate species, H30O15 in total (the ωB97M-V functional and the def2-TZVPD basis, the Open Molecules 2025 dataset).

Geometry as XYZ:
```
45
Properties=species:S:1:pos:R:3:mulliken_charge:R:1
O -13.42 6.29 5.32 -0.6153
H -13.12 6.48 6.20 0.3036
H -13.37 7.16 4.93 0.3323
O -12.64 9.70 2.15 -0.5204
H -12.82 9.28 3.02 0.3086
H -12.60 10.63 2.49 0.2743
O -13.19 12.33 2.74 -0.5999
H -12.40 12.91 2.64 0.3644
H -13.99 12.78 2.59 0.2503
O -10.67 8.04 1.42 -0.6748
H -11.30 8.72 1.77 0.2472
H -10.68 7.49 2.17 0.4948
O -13.80 6.44 2.32 -0.5313
H -14.47 7.10 2.31 0.3341
H -14.11 5.55 2.16 0.2370
O -9.94 11.14 2.86 -0.6529
H -10.31 10.72 3.61 0.3511
H -8.99 11.02 2.95 0.2474
O -9.99 11.04 0.12 -0.6562
H -10.00 11.08 1.10 0.3971
H -10.81 10.68 -0.14 0.4000
O -14.70 10.48 0.69 -0.7402
H -14.49 10.71 -0.24 0.3238
H -13.84 10.38 1.12 0.4969
O -13.30 8.86 4.58 -0.5982
H -14.12 9.35 4.75 0.2737
H -12.57 9.41 4.91 0.3295
O -12.19 9.59 -1.17 -0.6789
H -11.42 9.12 -1.46 0.3141
H -12.63 8.88 -0.66 0.3205
O -15.90 8.27 1.99 -0.6843
H -16.41 8.22 1.20 0.2923
H -15.40 9.04 1.75 0.3585
O -10.80 9.66 4.91 -0.7032
H -10.59 10.23 5.61 0.2470
H -10.01 9.16 4.83 0.2784
O -10.86 13.56 2.25 -0.8038
H -10.53 12.72 2.58 0.4655
H -11.10 13.47 1.35 0.3574
O -13.04 12.08 5.54 -0.6056
H -13.62 12.50 6.16 0.2959
H -13.48 12.16 4.66 0.3163
O -11.16 6.58 3.64 -0.7157
H -11.23 7.16 4.34 0.2547
H -12.05 6.27 3.48 0.3143
```

## Properties
HOMO-LUMO gap   9.292 eV
2S+1   1
E_LUMO   -0.4422 eV



We find b to be the most stable, with the next structure 87.0 kcal/mol higher.